(1)
The following is a DFT calculation (ωB97M-V with the def2-TZVPD basis set) of C25H27AsCl2Sn as an isolated structure.

Each line ends with the Löwdin charge.
Atoms and positions in Å:
Sn (0.4335, -0.0613, -0.4447)  0.550
Cl (0.2130, -2.4627, -0.5212)  0.046
Cl (1.5273, 2.0263, 0.2229)  -0.014
C (2.5352, -0.3963, -1.7395)  -0.153
H (3.1988, 0.1880, -1.0969)  0.027
H (2.9409, -1.3359, -2.1292)  0.071
C (-1.5139, 0.5565, -0.9050)  -0.239
C (1.4527, 0.1788, -2.4650)  -0.450
H (-2.2422, 0.4816, -0.0775)  0.035
C (0.8367, -0.6346, -3.5905)  -0.248
H (1.3275, 1.2683, -2.5235)  0.083
C (-0.4398, -0.0361, -4.1604)  -0.225
H (1.5959, -0.6448, -4.3861)  0.116
H (0.6865, -1.6807, -3.2770)  0.093
C (-1.6633, -0.1804, -3.2629)  -0.197
H (-0.2750, 1.0210, -4.3718)  0.110
H (-0.6482, -0.5190, -5.1193)  0.109
C (-1.8350, 1.0208, -2.2492)  -0.290
H (-2.5700, -0.2166, -3.8910)  0.107
H (-1.6416, -1.1505, -2.7359)  0.098
H (-1.0988, 1.8030, -2.4967)  0.102
H (-2.8682, 1.4197, -2.3579)  0.116
C (2.5178, 2.7705, 5.7451)  -0.093
C (3.2174, 2.0130, 4.8010)  -0.079
C (2.5058, 1.2454, 3.8750)  -0.117
C (1.1029, 1.2222, 3.9102)  -0.368
C (0.4082, 1.9727, 4.8692)  -0.097
C (1.1246, 2.7505, 5.7871)  -0.085
As (0.1916, 0.0685, 2.5966)  1.280
C (0.9076, -1.6500, 3.3112)  -0.368
C (1.7544, -2.3847, 2.4629)  -0.159
C (2.3320, -3.5728, 2.9028)  -0.079
C (2.0920, -4.0044, 4.2060)  -0.085
C (1.2799, -3.2544, 5.0718)  -0.081
C (0.6842, -2.0730, 4.6172)  -0.115
C (-1.7009, 0.5439, 2.9763)  -0.393
C (-2.5949, -0.3493, 3.5770)  -0.101
C (-3.9209, 0.0432, 3.7779)  -0.084
C (-4.3549, 1.3057, 3.3637)  -0.087
C (-3.4693, 2.1884, 2.7410)  -0.079
C (-2.1418, 1.8038, 2.5439)  -0.136
H (3.0715, 3.3899, 6.4532)  0.103
H (4.3096, 2.0190, 4.7781)  0.106
H (3.0468, 0.6625, 3.1314)  0.101
H (-0.6761, 1.9472, 4.9095)  0.092
H (0.5790, 3.3442, 6.5256)  0.105
H (1.9499, -2.0421, 1.4530)  0.025
H (2.9664, -4.1571, 2.2266)  0.112
H (2.5482, -4.9280, 4.5629)  0.103
H (1.1174, -3.5892, 6.0964)  0.103
H (0.0540, -1.4852, 5.2943)  0.106
H (-2.2588, -1.3362, 3.8930)  0.098
H (-4.6268, -0.6458, 4.2528)  0.107
H (-5.3978, 1.5986, 3.5071)  0.105
H (-3.8089, 3.1682, 2.3969)  0.109
H (-1.4519, 2.4899, 2.0593)  0.105

Computed properties:
Relative energy (zero: lowest compared OMol25 entry of this formula, charge and spin): 34.23 kcal per mole



(2)
The following is a DFT calculation (ωB97M-V with the def2-TZVPD basis set) of C35H63Br9O14 as an isolated structure.

Each line ends with the Mulliken spin population.
Atoms and positions in Å:
C (-1.2327, -0.9170, 1.8233)  0.000
C (-0.2751, 0.0209, 0.9476)  0.002
C (0.2279, -0.6863, -0.2970)  -0.001
O (-0.1814, 0.2073, -1.3419)  0.000
C (-0.9519, 1.2201, -0.8862)  0.000
O (-1.4911, 2.0911, -1.5312)  -0.001
O (-1.1103, 1.0489, 0.4527)  -0.001
H (-0.6460, -1.6315, 2.4008)  0.000
H (-1.9040, -1.5300, 1.2219)  0.000
H (-1.6580, -0.1768, 2.5010)  0.000
H (0.5421, 0.4276, 1.5435)  0.000
H (-0.2072, -1.6851, -0.3329)  0.000
H (1.3026, -0.8559, -0.2316)  0.000
C (-1.5888, 5.2049, -2.5588)  0.000
C (-0.2508, 5.1957, -1.9447)  0.000
C (0.8116, 4.4693, -2.7346)  0.000
O (1.8722, 5.3899, -2.7857)  0.000
C (1.5563, 6.5299, -2.2214)  0.000
O (2.3193, 7.5129, -2.1177)  0.000
O (0.2494, 6.5198, -1.9050)  0.000
H (-1.5578, 5.6789, -3.5398)  0.000
H (-2.3381, 5.6448, -1.9006)  0.000
H (-2.0279, 4.2181, -2.7058)  0.000
H (-0.3563, 4.8699, -0.9099)  0.000
H (0.3933, 4.1738, -3.6968)  0.000
H (1.1238, 3.5063, -2.3306)  0.000
C (5.3089, -0.9544, 3.3985)  0.000
C (4.4487, -0.3974, 2.2610)  0.000
O (3.3641, 0.1836, 2.4552)  0.000
C (5.0500, -0.5832, 0.9006)  0.000
H (5.5743, -1.9719, 3.1114)  0.000
H (4.6198, -0.9209, 4.2423)  0.000
H (6.2766, -0.4803, 3.5627)  0.000
H (5.8633, 0.1323, 0.7789)  0.000
H (4.3466, -0.2743, 0.1274)  0.000
H (5.2496, -1.6194, 0.6276)  0.000
C (5.7229, -2.4710, -3.0555)  0.000
C (4.5061, -3.3618, -2.9074)  0.000
O (4.2611, -4.1518, -3.8076)  0.000
C (3.6696, -3.3333, -1.6365)  0.000
H (6.1091, -2.4377, -4.0743)  0.000
H (6.4617, -2.9812, -2.4374)  0.000
H (5.5885, -1.4488, -2.7018)  0.000
H (3.2586, -2.3585, -1.3741)  0.000
H (4.2364, -3.5559, -0.7324)  0.000
H (2.8758, -4.0713, -1.7521)  0.000
C (-3.5485, -0.4429, -3.6224)  0.002
C (-4.2861, 0.1416, -2.4361)  0.000
O (-4.8796, 1.2384, -2.5188)  0.010
C (-4.2458, -0.6686, -1.1186)  -0.001
H (-3.1574, -1.4360, -3.4013)  0.000
H (-2.6592, 0.1472, -3.8437)  0.000
H (-4.1640, -0.4840, -4.5211)  0.000
H (-4.8852, -0.2951, -0.3188)  0.000
H (-3.2493, -0.5997, -0.6824)  0.000
H (-4.5947, -1.6765, -1.3437)  0.000
C (3.1082, -3.8469, 1.6332)  0.000
C (1.7398, -4.1942, 1.0577)  0.000
O (1.1835, -3.3925, 0.3285)  0.000
C (1.1683, -5.5879, 1.3227)  0.000
H (3.8240, -4.6288, 1.3794)  0.000
H (2.9504, -3.8430, 2.7117)  0.000
H (3.4114, -2.9035, 1.1791)  0.000
H (0.3526, -5.4395, 2.0303)  0.000
H (1.9508, -6.2301, 1.7270)  0.000
H (0.8311, -5.9979, 0.3707)  0.000
C (0.1322, 2.4515, -7.7726)  0.000
C (-0.0525, 2.8680, -6.3446)  0.000
O (0.0837, 4.0996, -6.0061)  0.000
C (-0.4292, 1.8420, -5.2558)  0.000
H (0.9819, 2.9557, -8.2328)  0.000
H (-0.7346, 2.7127, -8.3798)  0.000
H (0.2475, 1.3965, -8.0214)  0.000
H (0.3268, 1.0607, -5.1780)  0.000
H (-1.4214, 1.4174, -5.4081)  0.000
H (-0.4114, 2.3310, -4.2819)  0.000
C (-3.1268, -3.6863, 3.8542)  0.000
C (-2.8881, -5.1284, 3.3757)  0.000
O (-1.7857, -5.5173, 3.0163)  0.000
C (-4.0823, -6.0599, 3.2630)  0.000
H (-2.6637, -3.5814, 4.8353)  0.000
H (-4.1929, -3.5534, 4.0381)  0.000
H (-2.7582, -2.9046, 3.1899)  0.000
H (-4.6614, -5.6137, 2.4545)  0.000
H (-4.5791, -6.1095, 4.2319)  0.000
H (-3.7227, -7.0665, 3.0498)  0.000
C (-5.4352, 2.7914, 0.0772)  0.096
C (-4.8127, 3.5558, 1.2439)  0.041
O (-5.3823, 4.4986, 1.7917)  0.781
C (-3.3785, 3.2348, 1.6570)  0.070
H (-5.2144, 1.7246, 0.1137)  0.003
H (-4.8144, 3.1044, -0.7623)  -0.008
H (-6.4956, 2.9679, -0.1027)  0.000
H (-2.9931, 3.9221, 2.4101)  -0.001
H (-2.6513, 3.3362, 0.8514)  -0.005
H (-3.2997, 2.2115, 2.0241)  0.004
C (2.0784, 3.0701, 1.7137)  0.000
C (2.8874, 4.2237, 1.1945)  0.000
O (2.3072, 5.2634, 0.8976)  0.000
C (4.3742, 4.0805, 1.1352)  0.000
H (2.6355, 2.4278, 2.3957)  0.000
H (1.7063, 2.4926, 0.8674)  0.000
H (1.2216, 3.4672, 2.2580)  0.000
H (4.7644, 3.2428, 0.5570)  0.000
H (4.8134, 4.0442, 2.1321)  0.000
H (4.7394, 4.9903, 0.6587)  0.000
C (-0.9589, -3.8769, -2.2226)  0.000
Br (-2.2442, -3.2860, -0.8766)  0.000
Br (-0.4234, -2.3610, -3.4033)  0.000
Br (-1.5895, -5.4634, -3.2047)  0.000
H (-0.0539, -4.1269, -1.6689)  0.000
C (0.4313, -2.6290, 6.0971)  0.000
Br (-0.7292, -1.2880, 5.3426)  0.000
Br (2.0914, -2.5430, 5.0798)  0.000
Br (-0.3092, -4.4915, 6.0579)  0.000
H (0.6592, -2.3166, 7.1162)  0.000
C (-3.6683, 2.1276, 5.4150)  -0.001
Br (-1.9429, 1.7478, 4.5301)  0.002
Br (-4.9707, 0.7495, 4.7233)  0.000
Br (-4.3373, 3.9795, 5.1496)  0.007
H (-3.5298, 1.9641, 6.4837)  0.001

Computed properties:
<S²>: 0.757
Net charge: +1
E: -696352.6884 eV
Multiplicity: 2



(3)
The following is a DFT calculation (ωB97M-V with the def2-TZVPD basis set) of C17H40CuNO2P2 as an isolated structure.

Each line ends with the Mulliken spin population.
Atoms and positions in Å:
Cu (-0.8457, 0.3244, -0.0069)  0.209
P (0.1265, 0.1964, -2.1817)  0.002
P (-0.4387, -0.2872, 2.2558)  -0.001
N (-0.5487, -1.8255, -0.2291)  -0.017
C (-0.6790, -1.3702, -2.7003)  0.031
H (-1.6135, -1.1014, -3.2163)  -0.004
H (-0.0532, -1.8961, -3.4328)  0.001
C (-0.9882, -2.3245, -1.5446)  -0.009
H (-2.0867, -2.4830, -1.4971)  0.000
H (-0.5622, -3.3299, -1.7229)  -0.008
C (-1.1015, -2.6448, 0.8885)  -0.004
H (-0.3609, -3.4136, 1.1686)  -0.002
H (-1.9903, -3.1928, 0.5173)  0.000
C (-1.5218, -1.7819, 2.0743)  0.010
H (-1.5239, -2.3746, 2.9974)  0.000
H (-2.5450, -1.4053, 1.9225)  0.001
C (-1.3114, 0.6740, 3.5775)  0.040
C (-2.1206, 1.8120, 2.9417)  0.007
H (-2.8521, 1.4539, 2.2095)  0.003
H (-1.4549, 2.5334, 2.4500)  -0.002
H (-2.6675, 2.3464, 3.7277)  0.001
C (1.0266, -1.1074, 3.0630)  0.027
C (2.1868, -0.1415, 3.3314)  0.012
H (3.1098, -0.7334, 3.3972)  0.000
H (2.0630, 0.3822, 4.2864)  0.000
H (2.3217, 0.5951, 2.5326)  -0.004
C (1.8786, -0.0009, -2.7902)  0.030
C (2.6488, 1.3232, -2.8039)  0.007
H (3.7142, 1.0878, -2.9350)  0.000
H (2.5504, 1.8717, -1.8600)  -0.003
H (2.3558, 1.9666, -3.6442)  0.000
C (-0.6610, 1.5322, -3.1820)  0.038
C (-0.2229, 2.9185, -2.6783)  0.006
H (-0.9841, 3.6541, -2.9731)  0.000
H (0.7285, 3.2300, -3.1281)  -0.001
H (-0.1144, 2.9647, -1.5850)  -0.001
C (1.2060, 0.2355, 0.1651)  0.474
C (0.6527, -1.9239, 4.3158)  0.001
H (-0.3521, -1.7129, 4.7059)  0.000
H (0.7015, -2.9981, 4.0917)  0.000
H (1.3715, -1.7342, 5.1243)  0.001
C (2.0396, -0.7564, -4.1178)  0.006
H (3.0221, -0.5209, -4.5478)  0.000
H (2.0088, -1.8407, -3.9604)  0.001
H (1.2798, -0.4874, -4.8613)  0.000
C (-0.4899, 1.3799, -4.6914)  0.004
H (-1.0882, 2.1577, -5.1857)  0.001
H (0.5502, 1.5178, -5.0129)  0.000
H (-0.8572, 0.4129, -5.0576)  0.001
C (-0.3997, 1.2230, 4.6732)  0.002
H (0.3907, 1.8588, 4.2539)  0.001
H (-1.0027, 1.8464, 5.3466)  0.001
H (0.0579, 0.4346, 5.2796)  0.001
H (-2.0098, -0.0568, 4.0191)  0.001
H (-1.7377, 1.4078, -2.9632)  0.000
H (1.3651, -1.8151, 2.2867)  0.003
H (2.3282, -0.6253, -1.9989)  -0.007
O (1.7971, 1.2793, 0.3826)  0.044
H (0.5456, -1.7106, -0.1420)  -0.029
H (1.7582, -0.8257, 0.1209)  0.118
O (-2.6139, 1.1435, -0.2191)  0.012
H (-3.3259, 0.6222, -0.6380)  -0.002
H (-2.6604, 2.0363, -0.5992)  -0.002

Computed properties:
<S²>: 0.757
Net charge: +1
E: -87072.6411 eV
Multiplicity: 2



Number 1: largest force on an atom 2.08 eV/A. Number 2: largest force on an atom 4.94 eV/A. Number 3: largest force on an atom 3.22 eV/A.